1.
116
Properties=species:S:1:pos:R:3:forces:R:3 method="wB97M-V/def2-TZVPD" multiplicity=1 gap_ev=9.5334
C 3.23767 -0.17731 5.66346 -0.30 0.19 -0.23
N -3.35518 3.74316 -5.18585 -1.36 -3.08 0.61
H 7.15244 -0.02983 8.22469 -0.05 0.21 0.09
H -4.71844 -0.17134 -3.80869 2.24 -1.31 0.19
C 7.22197 0.99605 8.57829 0.15 0.36 0.13
C -3.74668 1.85908 -12.96134 -0.43 1.05 -0.04
C 4.09272 -3.19911 9.28827 -0.01 0.10 -0.01
C -5.12002 2.06092 -12.88071 0.01 -0.07 0.01
C -3.31171 -1.10893 4.03542 0.94 0.29 -0.33
C 6.16342 3.05252 9.23956 0.93 -0.60 -0.17
O -3.41343 -1.46912 -4.89085 1.81 0.35 2.02
H -1.48474 -0.45417 2.83332 -2.20 -0.63 -0.75
H -3.24624 -0.16791 4.76593 -0.26 -2.03 -1.64
C 0.00097 -3.32732 0.54027 0.60 -0.13 -0.28
H -0.44572 -3.22240 1.62778 0.92 -0.17 -2.32
H 6.16799 -5.54350 6.99458 -0.11 0.16 0.10
C -0.19724 -0.46715 -11.54645 -0.01 0.02 0.04
F 5.04909 3.76706 9.44527 -0.20 0.12 0.03
O -2.68815 0.55535 -0.17199 2.22 -5.13 0.66
H 0.59854 0.18022 2.84290 0.11 -0.03 -0.01
H 0.09314 -1.13812 -5.68904 -2.49 0.76 1.22
C 0.84914 -1.34094 -11.24725 -0.29 0.22 0.22
F -1.30652 -0.61329 8.04343 0.06 -0.17 0.00
H 1.91067 -2.37362 -9.67180 -0.09 0.05 0.01
C -3.37640 4.23076 -13.12614 -0.39 -0.27 0.06
C 1.09601 -1.70259 -9.92313 0.03 -0.05 0.13
C -3.67213 2.13541 8.05232 0.42 0.04 -0.04
H 9.53823 3.33742 9.44755 -0.20 -0.04 -0.03
H 1.01184 -3.93996 0.59370 -2.14 1.21 0.02
H 0.43538 -1.91520 -1.26041 -0.30 0.34 2.15
H -1.38132 0.05121 -8.39545 0.09 -0.07 0.01
H 1.53062 -1.65118 0.25679 -2.66 -0.17 -0.71
H -3.19492 4.23196 7.89651 0.07 -0.20 0.01
H -5.14868 5.45671 -13.07014 0.07 -0.20 0.01
C -1.00189 0.04265 -10.52448 0.41 -0.31 -0.02
H 9.37674 0.99292 8.64543 -0.18 0.11 0.03
H -5.78362 1.20710 -12.79274 0.11 0.06 0.01
C 1.32934 0.08876 3.63958 -0.04 -0.08 -0.07
C -3.66361 -0.70912 -3.65796 -1.13 0.24 0.80
H -0.38775 -0.18123 -12.57869 0.02 -0.07 0.19
O -0.39848 -0.73441 0.43217 -2.43 -2.24 -1.61
H -1.41921 1.60852 -4.17648 0.12 -0.27 -2.00
C -2.03067 -1.96202 -4.98012 1.01 -0.48 -2.02
C 5.58325 -4.88644 7.63384 -0.27 0.15 0.29
H -1.80218 2.74803 -13.13875 -0.10 -0.02 0.00
C -2.62983 -0.61492 2.60888 -0.46 1.79 2.09
H -1.96650 -2.57709 -6.00167 -0.48 1.33 2.25
H 3.98350 -0.27622 6.44826 -0.21 0.00 -0.26
H -1.72650 -2.72928 -4.13897 -0.67 1.67 -1.38
C 5.62698 -3.50591 7.44084 0.00 0.13 -0.01
C 0.40694 -1.85064 -0.09232 1.82 -1.48 0.59
C 4.78833 -5.42246 8.64810 -0.02 0.06 0.02
B -2.99341 2.32693 -5.66706 -1.13 -0.26 -0.34
C -1.42264 3.00601 7.84050 -0.39 -0.29 0.05
H -4.74403 2.30344 8.12367 0.20 -0.07 -0.03
H 0.77302 1.92791 4.61513 0.10 -0.17 -0.04
H 3.52491 -2.52914 9.92560 0.06 -0.03 -0.10
C -2.87005 2.93184 -13.08123 0.04 -0.07 0.00
H 2.47533 1.69610 6.40928 0.01 -0.12 -0.14
H -3.07386 0.47376 2.40838 0.90 -2.56 -0.10
C 3.12459 -1.15916 4.67921 -0.01 -0.05 -0.07
H -1.48464 -1.65221 -2.26001 -1.55 -0.41 1.63
C -2.80074 3.21843 7.92708 0.05 -0.01 -0.01
C -0.90477 -0.73969 -5.16952 -0.03 -1.13 0.61
H -1.81393 0.72618 -10.75969 0.13 -0.16 0.09
O -4.00136 1.50292 -6.41654 0.78 1.18 3.07
H -4.62902 1.12631 -5.70804 1.33 0.81 -1.77
H -3.35480 3.67068 -4.12484 0.36 0.57 -1.57
H 4.75041 -6.49954 8.79652 0.01 0.22 -0.04
H -0.74619 3.85105 7.73909 -0.09 -0.18 0.03
H 6.23255 -3.07290 6.65159 -0.04 0.00 0.08
H -0.72108 -3.95093 -0.15967 1.37 1.45 1.56
C -1.50427 1.62526 -5.34361 -1.20 1.33 -0.24
F -3.26028 0.61145 -12.92322 0.09 -0.22 -0.01
H 3.41855 -5.00065 10.26132 0.12 0.12 -0.14
H -2.69996 5.07579 -13.22755 -0.09 -0.19 0.03
H -4.42709 -0.94775 -1.52364 1.30 -1.30 -1.79
C 4.88377 -2.67498 8.27181 -0.07 -1.37 0.20
H -4.44676 -2.59962 -2.43172 1.68 2.07 0.00
O -1.54079 0.30372 -5.98843 1.76 0.11 2.66
C -0.91629 1.70710 7.88541 0.05 -0.04 -0.01
H 0.15158 1.52329 7.82789 -0.11 -0.05 -0.01
C 2.38977 0.93275 5.63886 0.00 -0.10 -0.06
C 6.06167 1.73792 8.79821 -0.07 0.05 -0.01
C -4.75450 4.44317 -13.03956 0.07 -0.02 -0.01
H -6.69779 3.52818 -12.84297 0.20 -0.07 -0.02
H -2.60744 -1.92954 4.49647 -1.73 1.38 -0.86
C -2.36380 -1.91715 -1.53437 -0.33 -1.93 -0.70
H -4.37797 3.86630 -5.43514 1.56 0.02 0.33
H -2.35761 -3.09268 -1.33982 0.33 2.61 -0.28
F 0.51983 -1.54718 -7.64162 0.19 -0.22 0.13
H -4.42851 -1.45907 3.92003 2.37 0.66 0.20
H -0.68262 2.35437 -5.74680 -1.09 -1.63 0.66
F 4.93024 -1.34853 8.09020 0.09 0.34 0.05
C 2.17318 -1.01576 3.67526 0.10 0.90 0.92
C -5.62589 3.36015 -12.91433 0.43 0.02 -0.04
C 7.40365 3.63723 9.47110 -0.04 0.05 0.02
C 1.43460 1.06513 4.62987 0.29 -0.28 0.11
F 2.06823 -1.95654 2.72735 -0.02 -0.27 -0.24
C 8.47131 1.57238 8.81269 -0.02 0.08 0.03
H 7.45634 4.66608 9.81189 -0.05 -0.11 -0.02
C 4.04002 -4.58046 9.47444 0.31 0.07 -0.37
O -2.88834 -1.54926 1.48087 2.35 1.46 -1.40
H -2.89897 0.14710 -3.43295 -1.14 -1.67 -0.59
C -1.79291 0.63434 8.00530 -0.37 0.97 -0.04
H -3.82986 -0.01765 8.17391 0.10 0.05 0.01
H 5.08221 1.30276 8.62965 0.08 0.06 0.02
H -0.59746 -0.40856 -4.09013 -0.62 0.00 -1.99
C -0.76167 -0.32809 -9.20144 -0.06 0.04 0.13
P -2.09344 -0.91280 0.06850 -1.73 5.59 0.52
C 8.56401 2.89197 9.26198 -0.36 -0.29 -0.12
C -3.16626 0.83618 8.08594 0.02 -0.08 0.00
C -3.80264 -1.61027 -2.29600 -0.73 0.90 1.21
C 0.28639 -1.19526 -8.91295 -0.27 0.41 -1.39
H 1.47149 -1.73966 -12.04475 -0.09 0.06 0.18
H 3.76885 -2.03227 4.68685 -0.07 0.06 -0.03



2.
13
Properties=species:S:1:pos:R:3:forces:R:3 method="wB97M-V/def2-TZVPD" multiplicity=1 gap_ev=10.8198
H 0.54655 -0.37721 2.01376 0.02 0.05 -0.17
H 0.37659 1.88653 -1.54975 0.06 -0.14 0.02
H 1.56355 -0.33689 -1.63342 -0.07 0.02 0.18
C 0.19602 -1.26657 -0.02278 -0.10 -0.06 -0.06
C -0.00055 1.08618 -0.92301 -0.11 0.15 -0.20
C 0.75211 -0.18020 -0.92725 0.18 -0.10 -0.29
C 0.07382 -0.15970 1.05520 -0.09 -0.03 0.24
H -1.07012 1.14086 -0.72751 0.27 -0.09 -0.30
H -0.69465 -1.82293 -0.32190 0.05 0.15 0.01
H 0.98865 -1.96750 0.25517 -0.19 0.12 -0.02
N -2.33128 0.84546 1.29160 0.86 -0.60 0.27
C -1.28385 0.35471 1.27674 -0.87 0.36 0.14
N 0.88316 0.79727 0.21315 -0.02 0.18 0.17



3.
65
Properties=species:S:1:pos:R:3:forces:R:3 method="wB97M-V/def2-TZVPD" multiplicity=1 gap_ev=8.9704
C -0.42684 3.66168 -4.58726 0.69 -0.05 -1.68
N -1.25827 -1.55797 1.92536 -0.44 -0.24 -0.18
H -2.20725 1.68264 -3.90717 0.09 0.11 -0.09
H -3.54627 2.72247 -3.46799 -0.16 0.00 -0.04
H 4.66332 0.13045 -1.77883 -0.15 0.03 -0.25
C -2.63423 -0.19810 3.51314 0.11 0.00 -0.93
C 0.75434 3.49922 -1.70272 -0.18 0.02 0.14
H 6.33490 -2.54420 2.33139 -0.01 0.39 0.05
H -3.34812 -1.74456 2.19086 -0.19 0.06 0.23
H 4.60744 -3.05917 0.89158 0.28 0.19 -0.25
H -2.16702 4.66007 -3.84568 -0.74 -0.45 0.12
H 5.66174 -0.90596 0.41495 0.15 0.31 0.35
O 3.78425 -1.02561 -0.33099 -0.87 0.22 -0.02
H -1.56253 0.15222 5.78221 0.02 0.07 0.58
C 4.63233 -0.92962 0.80213 0.18 -0.61 -0.95
O -2.49135 -1.14100 4.53645 -0.10 -0.11 0.80
H -0.15128 2.08575 0.37726 -0.61 0.39 0.00
C 4.46412 -2.21401 1.57392 -0.47 -0.97 1.11
O -1.65354 -5.13769 0.71988 0.52 0.10 -0.53
H 3.94255 1.01005 -0.45864 -0.27 0.15 -0.13
C 3.78744 0.14771 -1.11941 1.15 0.28 0.61
H -1.86065 -2.41714 0.12756 -0.17 -0.03 0.00
C -1.87799 4.15480 -4.77301 1.41 0.27 -0.72
O -2.71286 3.15819 -5.31289 -0.37 -0.24 0.84
H -2.74460 -0.31348 1.35177 -0.44 0.25 0.20
C 0.43203 4.73696 -2.54613 -0.50 -0.26 0.54
C -1.33977 -2.70524 1.03843 1.40 -0.42 0.15
O -0.33601 2.60469 -1.67073 -1.09 0.51 -0.20
H 0.89746 3.88422 -0.68355 0.38 -0.18 0.02
C -3.07117 2.21843 -4.31587 0.12 -0.25 0.42
H -1.84727 4.92421 -5.54560 0.01 0.16 0.07
C -2.58203 -5.11384 -0.34889 -0.76 0.87 0.78
H -0.55431 5.06128 -2.17227 -0.02 0.03 -0.06
H -3.56827 -5.38532 0.06009 0.10 -0.49 -0.37
H -1.84394 0.56617 3.51425 0.25 -0.17 0.21
H -0.32229 2.68065 -4.12301 -0.39 0.28 0.62
H 2.66130 -1.56237 2.65791 0.12 0.12 -0.11
H -2.87108 -4.02789 1.93755 -0.16 0.21 -0.26
C -2.57740 -0.97009 2.21012 0.78 -0.11 -0.34
H 0.51849 1.02420 -0.77643 -0.29 -0.53 0.12
H -2.24139 -1.33720 6.56765 0.13 -0.06 -0.01
H 2.98298 -3.25365 2.86717 0.54 -0.07 0.00
H 0.00351 3.42327 -5.56936 -0.36 0.26 -0.20
H 5.16917 -3.10000 3.24175 -0.08 0.21 0.20
H 0.89175 5.41180 -4.38773 -0.45 -0.15 -0.96
H 2.34333 -2.72899 1.36980 0.14 0.31 -0.19
H -3.32743 -0.01923 6.05536 0.04 0.10 0.19
H -0.65033 -1.76507 2.70416 -0.46 0.09 0.40
H 4.42332 -0.03114 1.38923 -0.04 -0.06 0.13
C -2.39752 -0.55128 5.83832 -0.11 0.17 -1.27
H -0.30472 -2.92625 0.76000 -0.01 0.09 -0.39
C 3.06000 -2.43983 2.14143 -0.70 0.29 -0.02
H 1.63614 2.96006 -2.07123 0.20 0.22 0.13
N 5.42483 -2.27412 2.70667 0.14 -0.37 -0.60
H 1.12517 5.51141 -2.21160 0.13 0.02 -0.29
C -1.82132 -4.05456 1.60563 -1.14 0.12 0.67
H -1.27481 1.10470 -0.69301 -0.10 -0.01 0.22
C -0.35606 1.67123 -0.61615 1.74 -0.20 -0.55
H 2.87878 0.29966 -1.69237 -0.16 -0.42 0.04
H -3.74114 1.45754 -4.71094 -0.11 0.25 -0.30
H -2.24886 -5.73623 -1.17109 0.00 -0.23 0.15
H -2.75270 -4.09114 -0.71033 0.35 -0.13 -0.24
H -3.56895 0.37573 3.54537 -0.22 -0.24 0.29
H -1.31330 -4.31862 2.53391 0.52 0.15 -0.17
N 0.47416 4.59910 -3.98234 0.60 -0.26 1.90



4.
21
Properties=species:S:1:pos:R:3:forces:R:3 method="wB97M-V/def2-TZVPD" multiplicity=1 gap_ev="8.3198 / 8.3207"
C 0.74263 0.25850 -0.15270 -3.99 -2.49 1.92
H 0.03474 -2.57741 0.04351 0.50 0.47 -0.34
H -1.63913 -2.90649 0.08695 0.64 0.48 -0.86
H 1.56554 -0.90841 1.50164 -0.12 1.44 -0.90
H 2.58529 0.52598 0.67077 -0.58 -0.90 0.36
H -0.64681 -1.19592 2.24600 0.85 -0.62 0.36
C 1.62715 -0.05772 0.75027 1.33 -0.31 0.54
H 1.23304 3.17268 -1.81333 0.03 0.32 -0.41
C -1.31063 -0.86344 0.27462 3.39 1.38 -2.10
C 0.75344 1.10734 -1.29536 0.76 2.32 -0.85
H -2.31442 -1.53471 1.99088 -2.47 -2.47 0.68
C -0.88314 -2.16421 -0.36214 -2.80 -1.38 1.42
H 1.40847 0.68664 -2.01848 0.67 -0.55 -0.83
H -1.81112 0.03790 2.12948 0.02 0.27 -0.02
H -0.12023 1.39463 -1.84276 -1.36 -1.02 0.07
C -1.54203 -0.93814 1.73300 1.51 3.40 -0.68
H 2.23892 2.49960 -0.50177 0.23 0.08 -0.31
I -2.75164 0.26020 -0.89171 0.52 -0.58 0.65
H 0.60928 2.90846 -0.14890 0.12 0.08 -0.64
H -1.03149 -2.22345 -1.43563 0.57 0.13 -0.02
C 1.25217 2.51796 -0.96433 0.16 -0.05 1.94



5.
63
Properties=species:S:1:pos:R:3:forces:R:3 method="wB97M-V/def2-TZVPD" multiplicity=1 gap_ev=6.3302
C 1.32990 -1.24335 -4.09573 0.10 -0.03 -0.03
Au -0.62180 1.18303 -0.17235 -0.34 0.27 1.23
O -0.81914 -1.04968 2.60737 -0.47 0.15 -0.16
N 0.03757 1.79763 1.82475 0.13 -0.59 -0.11
C -3.09601 -1.28996 2.33989 -0.02 0.43 0.09
H 2.72486 -0.06843 -3.17685 0.01 0.04 -0.02
N 1.74309 -0.29272 -3.02901 -0.30 -0.08 -0.09
H 1.37941 1.46960 -4.09251 0.04 0.02 0.00
H 1.81634 -0.21846 -0.89007 0.06 0.07 -0.03
H -4.03465 -3.13976 2.01616 0.00 0.01 -0.05
C -1.09867 1.04571 -4.43628 -0.04 -0.06 -0.01
H 4.16634 -2.89155 5.45180 -0.01 0.00 -0.02
H 1.76461 -3.18792 5.97786 0.00 0.00 -0.02
H 2.42421 -1.71534 -1.62505 0.01 0.00 -0.07
C 1.08560 -2.03834 4.29745 -0.02 -0.03 0.03
O 0.76274 -0.60998 1.01659 0.62 0.18 0.31
C 1.46467 -1.29858 3.18950 -0.03 0.23 0.11
H -4.35422 1.06250 -3.53491 0.00 -0.03 -0.01
C -3.31409 -2.41306 1.65711 -0.08 -0.38 -0.10
H -2.07559 0.59268 2.23629 0.13 0.05 0.10
C 0.29305 2.95298 2.40538 -0.06 0.24 0.11
N 0.74398 2.79637 3.64870 0.00 -0.05 0.03
C 2.80946 -1.14413 2.88148 0.01 -0.03 -0.01
H 0.68022 -1.39678 -1.54306 -0.03 0.01 -0.05
Br 5.60066 -1.50340 3.27329 -0.01 -0.01 0.01
C 0.45688 -0.60914 2.27188 0.14 -0.94 -0.60
H -1.37089 -0.99012 -1.99959 -0.24 -0.04 -0.17
C -2.62104 -2.66348 0.43035 -0.33 -0.18 0.23
N -1.50266 -1.83423 -1.47587 0.60 0.02 0.34
C -2.47574 1.06087 -4.57690 0.00 0.00 -0.02
H 1.54220 -0.81483 -5.07297 -0.02 0.05 0.02
C 2.05670 -2.61316 5.10806 0.05 0.00 -0.03
N 0.41851 0.91689 2.73801 0.13 0.41 0.35
H -2.00020 -2.55229 -1.97386 -0.12 0.05 0.00
N 0.80794 1.47891 3.82466 0.05 0.10 -0.15
C 0.34720 4.12758 0.36614 0.07 0.03 -0.04
C 1.65840 -0.94439 -1.68191 0.02 0.06 0.22
H -0.47485 1.07497 -5.32355 0.00 0.00 0.01
C 1.02573 1.04819 -3.15247 -0.28 -0.01 0.10
H 0.03412 -2.16861 4.51299 0.03 0.04 0.02
C -0.49005 1.02007 -3.17927 0.19 -0.25 -0.02
C -1.95623 -0.43501 1.90000 0.41 -0.59 -0.09
N -1.80372 -0.41409 0.45029 -0.12 -0.02 -0.53
C -3.27602 1.04070 -3.44446 0.02 0.03 -0.05
N 0.15467 4.13210 1.73288 -0.21 -0.01 0.00
N 0.57076 3.54235 -1.67776 -0.04 0.16 0.01
H 1.87820 -2.17358 -3.97254 0.01 0.00 0.03
H 1.38319 1.68170 -2.35223 0.13 -0.03 0.13
H 3.09401 -0.58308 2.00181 -0.01 0.01 0.02
C -2.69401 1.01500 -2.18740 -0.06 0.16 -0.06
C 3.75996 -1.72128 3.69922 0.02 0.00 -0.01
N 0.82869 4.79197 -1.57734 -0.06 -0.10 0.11
H -3.57221 -1.05106 3.28053 -0.07 0.01 -0.07
C -1.95495 -1.64459 -0.16698 0.02 0.42 -0.12
H -3.32072 0.99034 -1.30559 0.03 -0.02 0.00
H -2.73846 -3.59097 -0.11312 -0.06 -0.01 0.06
H 0.42594 4.97407 2.21506 0.02 0.01 -0.03
C -1.31031 1.02384 -2.04190 0.11 0.39 -0.13
N 0.69475 5.20219 -0.30101 0.07 0.09 -0.15
N 0.26069 3.06143 -0.44429 -0.11 -0.22 -0.71
H 0.26485 -1.42677 -3.99571 -0.01 -0.01 0.03
H -2.91921 1.10234 -5.56314 0.01 -0.02 0.01
C 3.40531 -2.45394 4.82019 -0.07 -0.02 0.02



6.
22
Properties=species:S:1:pos:R:3:forces:R:3 method="wB97M-V/def2-TZVPD" multiplicity=1 gap_ev="6.8063 / 6.4386"
C -0.14427 0.08169 0.61293 1.11 -1.95 -1.80
C -0.37278 -0.79858 -0.68259 -0.12 1.14 -2.40
H -1.74273 -0.13507 -2.36429 0.80 -0.12 0.17
O -1.93822 -0.13709 2.44791 3.13 1.94 -2.37
C 0.96767 -0.64290 1.44050 0.73 4.47 0.71
C -1.71987 -0.39420 -1.29502 -1.58 2.62 -0.56
H -0.39937 -1.88554 -0.56997 0.33 0.19 0.60
O -2.81551 -2.35326 -2.10945 -0.38 0.02 -0.47
H 0.88218 -1.65968 1.31789 0.30 -2.24 -0.37
C -2.75184 -1.52884 -1.22048 1.22 0.00 1.34
H 0.74832 -0.37005 2.48359 0.68 -0.32 -0.06
H 1.94712 -0.12131 1.14720 -1.24 -1.38 0.37
H -2.06898 0.63168 -0.77349 0.31 -2.41 -1.12
N -3.38971 -1.65001 1.24319 -1.76 -0.05 1.38
H 0.99608 1.92182 0.72456 0.30 -0.14 0.51
C -3.35053 -1.53506 0.04868 0.64 0.52 -1.86
C 0.14459 1.49894 0.21198 2.46 1.32 -3.24
C -1.28306 0.01001 1.48297 -3.86 -2.04 3.02
H -0.60851 2.21314 0.33544 -1.56 0.75 0.38
H 0.46283 1.67992 -0.95605 -0.89 -1.07 2.76
H 0.38694 -0.55540 -1.54292 -0.78 -0.37 2.21
N -3.60683 -1.55490 2.37284 0.15 -0.87 0.79



no.,calculated total energy (eV)
1,-88635.5492
2,-8259.8508
3,-31960.3007
4,-15566.3584
5,-119946.5392
6,-15525.7160